No. 1
{"formula": "C14H23AuO", "method": "the ωB97M-V functional and the def2-TZVPD basis", "symbols": ["C", "H", "H", "H", "C", "H", "H", "C", "H", "H", "H", "C", "C", "C", "C", "C", "C", "C", "C", "C", "C", "Au", "H", "H", "H", "H", "H", "H", "H", "H", "H", "H", "H", "H", "H", "H", "H", "O", "C"], "coordinates": [[1.4101, 2.1756, 0.1355], [2.2357, 2.6409, 0.6846], [1.7915, 1.7486, -0.8001], [1.0685, 1.3150, 0.7586], [0.2991, 3.1793, -0.1295], [-0.5685, 2.6681, -0.5676], [-0.0575, 3.5859, 0.8245], [0.7104, 4.3492, -1.0377], [-0.1415, 5.0127, -1.2181], [1.5053, 4.9509, -0.5808], [1.0680, 3.9994, -2.0128], [-0.9180, -1.8472, 0.8966], [-1.5636, -1.0794, -0.1285], [-0.5931, -0.6725, -1.0686], [0.6538, -1.2376, -0.7124], [0.4932, -1.9586, 0.5273], [1.3993, -3.0389, 1.0036], [1.9031, -1.1579, -1.5009], [-0.8555, 0.1150, -2.2970], [-3.0197, -0.8567, -0.2280], [-1.6221, -2.7593, 1.8377], [0.2795, -0.2891, 2.0409], [2.7616, -1.4917, -0.9010], [1.8537, -1.7948, -2.4011], [2.1150, -0.1292, -1.8351], [2.4515, -2.7872, 0.8177], [1.2712, -3.1803, 2.0805], [1.2114, -4.0067, 0.5110], [-2.5161, -2.2760, 2.2554], [-1.9598, -3.6933, 1.3596], [-0.9706, -3.0304, 2.6760], [-3.2623, 0.0748, -0.7521], [-3.5063, -1.6752, -0.7800], [-3.4748, -0.8184, 0.7687], [-0.0848, 0.8786, -2.4754], [-0.8794, -0.5429, -3.1769], [-1.8226, 0.6261, -2.2397], [0.7086, 1.8877, 4.2563], [0.6259, 1.1154, 3.4087]], "atomic_forces_ev_per_a": [[0.138, -0.103, 0.020], [0.016, -0.118, -0.205], [0.102, 0.171, 0.178], [0.149, 0.564, -0.478], [-0.368, 0.238, 0.062], [0.054, 0.022, -0.032], [0.036, -0.029, -0.074], [0.034, -0.098, 0.082], [0.148, -0.136, 0.061], [-0.131, -0.173, -0.082], [-0.020, 0.015, 0.150], [0.177, -0.925, -0.565], [-1.080, 0.009, 0.841], [-0.091, 0.843, -1.509], [1.342, -0.109, 0.265], [-0.701, -0.814, -0.743], [0.598, 0.299, 0.529], [0.403, 0.040, 0.267], [-0.221, 0.328, 0.400], [-0.125, 0.341, 0.265], [-0.180, 0.244, 0.755], [0.004, 0.012, -0.081], [-0.266, 0.052, -0.289], [-0.080, 0.166, 0.188], [-0.233, -0.350, -0.019], [-0.255, -0.087, 0.068], [0.088, -0.208, -0.124], [-0.200, 0.329, -0.001], [0.184, -0.158, -0.110], [0.203, 0.286, -0.116], [-0.175, -0.093, -0.168], [0.081, -0.236, 0.052], [0.112, 0.038, 0.054], [0.024, -0.096, -0.225], [-0.007, -0.318, 0.036], [0.089, -0.011, 0.045], [0.203, -0.180, -0.084], [-0.167, -2.872, -3.361], [0.117, 3.116, 3.947]], "nbo_charge": [-0.57, 0.24, 0.20, 0.10, -0.40, 0.18, 0.21, -0.61, 0.24, 0.23, 0.21, -0.04, 0.11, 0.27, 0.14, -0.06, -0.68, -0.70, -0.72, -0.70, -0.69, 0.72, 0.26, 0.30, 0.28, 0.26, 0.25, 0.29, 0.26, 0.29, 0.25, 0.27, 0.30, 0.26, 0.28, 0.30, 0.26, -0.28, 0.50], "total_energy_ev": -20612.11572, "s2": 2.006, "total_charge": 2, "spin_multiplicity": 3}

=====

No. 2
{"formula": "C26H18F12N3O3Pd", "method": "the ωB97M-V functional and the def2-TZVPD basis", "symbols": ["Pd", "C", "C", "C", "C", "C", "N", "C", "C", "C", "C", "C", "C", "C", "C", "O", "C", "F", "F", "F", "C", "F", "F", "F", "C", "C", "C", "O", "C", "F", "F", "F", "C", "F", "F", "F", "H", "H", "H", "H", "H", "H", "H", "H", "H", "H", "H", "H", "N", "C", "O", "C", "C", "C", "C", "N", "C", "H", "H", "H", "H", "H", "H"], "coordinates": [[-0.2275, 0.0669, 0.1040], [2.5185, -6.3199, -0.2794], [2.1469, -4.8986, -0.5286], [3.0901, -3.9817, -0.9966], [2.7353, -2.6749, -1.1931], [1.4097, -2.2155, -0.9134], [1.1492, -0.8993, -1.0754], [1.7759, -0.2067, -2.0576], [2.0820, -0.8942, -3.2702], [2.6680, -0.2487, -4.3264], [2.9897, 1.1035, -4.2233], [3.6032, 1.8373, -5.3671], [2.6817, 1.7961, -3.0346], [2.0774, 1.1987, -1.9620], [1.7103, 2.0035, -0.7023], [1.3608, 1.2274, 0.3522], [2.9359, 2.8321, -0.1913], [2.6992, 3.2996, 1.0351], [4.0112, 2.0360, -0.1342], [3.2519, 3.8817, -0.9617], [0.5640, 2.9899, -1.1400], [0.0996, 3.6631, -0.0847], [-0.4580, 2.2938, -1.6643], [0.9358, 3.8763, -2.0670], [0.4415, -3.1615, -0.4147], [0.8370, -4.4582, -0.2452], [-0.9770, -2.6890, -0.0595], [-1.2625, -1.5001, -0.6299], [-2.0603, -3.6752, -0.6182], [-1.8145, -3.8785, -1.9227], [-3.2663, -3.1364, -0.4932], [-2.0978, -4.8836, -0.0361], [-1.0225, -2.6671, 1.5160], [0.1094, -2.1146, 1.9971], [-1.1176, -3.8772, 2.0688], [-2.0432, -1.9299, 1.9465], [3.3885, -6.6170, -0.8613], [1.6871, -6.9891, -0.4964], [2.7671, -6.4443, 0.7792], [4.1041, -4.3032, -1.1934], [3.4743, -1.9478, -1.4995], [1.7729, -1.9261, -3.3626], [2.8693, -0.7845, -5.2445], [4.0909, 1.1602, -6.0651], [4.3188, 2.5815, -5.0199], [2.8199, 2.3722, -5.9127], [2.9335, 2.8458, -2.9868], [0.1273, -5.1852, 0.1248], [0.1306, 4.3174, 3.4973], [-1.1264, 3.8973, 3.7812], [-1.8063, 4.3801, 4.6599], [-1.6786, 2.7843, 2.9269], [-3.0448, 2.5389, 2.9764], [-3.5886, 1.5428, 2.1837], [-2.7540, 0.8231, 1.3512], [-1.4354, 1.0484, 1.3252], [-0.9001, 1.9961, 2.1044], [0.5013, 5.0761, 4.0440], [0.6802, 3.9613, 2.7371], [-3.6537, 3.1384, 3.6405], [-4.6460, 1.3231, 2.2036], [-3.1235, 0.0465, 0.6953], [0.1757, 2.0809, 2.0490]], "atomic_forces_ev_per_a": [[1.796, -1.312, -1.427], [0.007, 0.011, -0.015], [-0.041, -0.027, 0.024], [0.005, 0.012, -0.097], [-0.101, -0.026, -0.142], [-0.015, -0.090, -0.200], [-0.311, 0.048, 0.022], [0.260, 0.058, 0.057], [0.119, -0.015, 0.126], [0.060, -0.056, 0.019], [0.012, 0.051, 0.002], [-0.013, -0.012, -0.002], [0.034, -0.012, -0.090], [-0.341, -0.061, -0.040], [0.127, 0.135, -0.144], [-0.321, 0.828, 0.495], [0.065, -0.131, -0.011], [-0.016, 0.016, -0.040], [-0.013, -0.011, 0.047], [0.047, -0.036, -0.042], [-0.013, -0.074, 0.112], [0.036, 0.045, 0.009], [-0.048, -0.022, 0.006], [0.022, -0.001, 0.018], [0.135, 0.153, 0.344], [0.093, -0.052, 0.020], [0.073, -0.376, -0.029], [-1.031, 0.470, 0.762], [0.085, 0.045, -0.175], [-0.040, 0.059, 0.005], [-0.011, -0.011, 0.041], [0.091, -0.008, -0.025], [-0.084, 0.065, -0.070], [0.030, 0.077, 0.031], [0.046, -0.022, -0.041], [-0.090, -0.066, 0.020], [0.000, 0.001, 0.003], [-0.002, 0.003, 0.006], [-0.015, 0.001, 0.002], [0.011, 0.011, 0.050], [0.049, 0.018, 0.167], [-0.134, 0.046, -0.072], [-0.041, 0.012, -0.013], [0.003, 0.001, 0.003], [-0.003, -0.002, 0.004], [0.003, 0.009, 0.011], [0.037, -0.011, 0.024], [-0.013, -0.004, -0.040], [-0.024, -0.054, 0.039], [0.085, 0.012, -0.016], [-0.019, 0.016, 0.008], [-0.009, -0.019, 0.013], [-0.047, 0.002, -0.001], [0.022, 0.028, 0.020], [-0.068, 0.067, 0.028], [-0.430, 0.178, 0.192], [-0.096, -0.021, 0.128], [-0.002, -0.005, 0.020], [-0.030, 0.032, -0.038], [0.009, 0.003, 0.002], [-0.002, 0.013, -0.031], [0.052, -0.012, -0.020], [0.008, 0.024, -0.059]], "nbo_charge": [0.98, -0.66, 0.15, -0.24, -0.12, 0.19, -0.22, 0.05, -0.05, -0.27, 0.17, -0.66, -0.24, 0.14, 0.06, -0.76, 0.97, -0.31, -0.31, -0.32, 0.96, -0.31, -0.32, -0.31, 0.03, -0.17, 0.07, -0.76, 0.97, -0.32, -0.30, -0.32, 0.96, -0.33, -0.31, -0.31, 0.24, 0.25, 0.26, 0.24, 0.24, 0.23, 0.24, 0.24, 0.25, 0.26, 0.26, 0.25, -0.81, 0.65, -0.58, -0.17, -0.07, -0.24, 0.07, -0.45, 0.08, 0.42, 0.40, 0.26, 0.24, 0.24, 0.24], "de_lowest_kj_mol": 0.0, "total_charge": 1}

=====

No. 3
{"formula": "C21H42BNO3P2Sn", "method": "the ωB97M-V functional and the def2-TZVPD basis", "symbols": ["Sn", "P", "P", "N", "H", "C", "H", "H", "H", "C", "H", "H", "H", "C", "H", "H", "H", "C", "H", "H", "H", "C", "H", "H", "H", "C", "H", "H", "H", "C", "C", "C", "C", "C", "C", "H", "H", "H", "H", "H", "C", "O", "C", "H", "H", "H", "C", "H", "H", "H", "C", "C", "C", "O", "B", "O", "C", "C", "C", "H", "H", "H", "H", "H", "H", "H", "H", "H", "H", "H", "H"], "coordinates": [[-0.6466, 0.1503, -0.8349], [-2.7039, -0.0345, 0.8019], [1.3663, 0.2444, -2.5067], [-1.3271, -1.6133, -1.7373], [-1.8502, 2.8599, -0.0485], [-4.2899, 0.4412, 0.0509], [-5.0631, 0.3840, 0.8295], [-4.5332, -0.2548, -0.7648], [-4.2384, 1.4639, -0.3522], [-2.6313, 0.9351, 2.3301], [-3.5902, 0.8080, 2.8512], [-2.4737, 1.9963, 2.0975], [-1.8086, 0.5957, 2.9694], [-2.9797, -1.7398, 1.3428], [-3.7228, -1.7332, 2.1471], [-2.0454, -2.1802, 1.7057], [-3.3420, -2.3401, 0.5021], [0.7780, 0.8469, -4.1191], [1.6409, 0.9396, -4.7957], [0.2835, 1.8219, -3.9987], [0.0503, 0.1362, -4.5363], [2.6563, 1.4293, -2.0390], [3.3510, 1.5222, -2.8854], [3.2040, 1.0886, -1.1506], [2.2104, 2.4124, -1.8324], [2.1516, -1.3604, -2.7845], [3.0331, -1.2226, -3.4221], [1.4401, -2.0410, -3.2684], [2.4495, -1.7959, -1.8223], [-1.2519, -2.9173, -1.7573], [-2.1764, -4.9884, -2.7501], [-2.1276, -3.6088, -2.6776], [-0.3818, -3.7756, -0.9485], [-0.4459, -5.1551, -1.0456], [-1.3374, -5.7754, -1.9436], [-2.8711, -5.4614, -3.4461], [-2.7577, -2.9866, -3.3112], [0.3225, -3.2987, -0.2539], [0.2010, -5.7769, -0.4238], [-1.3701, -6.8652, -2.0125], [-1.3530, 3.1746, -0.9920], [-1.0477, 1.9968, -1.7193], [-2.3318, 4.0126, -1.8095], [-2.1355, 5.0758, -1.6318], [-3.3620, 3.7980, -1.5007], [-2.2307, 3.8083, -2.8805], [-0.1336, 4.0128, -0.6480], [0.3894, 4.3087, -1.5660], [0.5742, 3.4990, 0.0155], [-0.4716, 4.9299, -0.1486], [3.7207, 1.0344, 1.5913], [2.6773, 0.0333, 2.0964], [3.4271, -1.0817, 2.7854], [1.9693, -0.5124, 0.9784], [0.7930, 0.2233, 0.8973], [0.5619, 1.0707, 1.9800], [1.5465, 0.7057, 2.9553], [0.9179, -0.2563, 3.9684], [1.9561, 1.9470, 3.7093], [3.2744, 1.9105, 1.1012], [4.3883, 0.5340, 0.8792], [4.3444, 1.3833, 2.4243], [4.1524, -1.5255, 2.0936], [3.9864, -0.6669, 3.6333], [2.7590, -1.8648, 3.1558], [1.6367, -0.4472, 4.7737], [0.0327, 0.2036, 4.4263], [0.6215, -1.2209, 3.5327], [2.3963, 2.6979, 3.0476], [1.0772, 2.3721, 4.2082], [2.6908, 1.6928, 4.4840]], "atomic_forces_ev_per_a": [[0.121, -2.249, -0.943], [-0.268, 0.268, -0.645], [-0.942, 0.187, -0.030], [0.030, 4.211, 0.519], [0.152, 0.387, -0.124], [-0.232, 0.038, 0.074], [0.002, 0.066, -0.280], [0.157, 0.226, 0.228], [-0.006, -0.338, 0.148], [-0.252, 0.120, 0.323], [0.236, 0.127, 0.060], [-0.039, -0.272, 0.075], [-0.193, 0.071, -0.204], [0.066, -0.083, 0.047], [0.076, -0.081, -0.061], [-0.144, 0.025, -0.074], [0.179, 0.115, 0.075], [0.270, -0.037, -0.324], [-0.306, 0.012, -0.010], [0.204, -0.359, 0.088], [0.229, 0.169, 0.180], [0.433, 0.058, -0.208], [0.026, 0.112, 0.268], [-0.189, 0.045, -0.271], [0.035, -0.315, -0.071], [0.294, 0.014, -0.132], [-0.078, -0.186, 0.081], [0.070, 0.194, 0.180], [-0.076, 0.114, -0.215], [0.600, -1.881, 0.484], [0.415, 0.078, 0.310], [0.261, -0.116, 0.312], [-0.555, 0.737, -0.437], [-0.517, -0.206, -0.577], [0.159, -0.233, 0.222], [0.181, 0.052, 0.142], [0.084, -0.104, 0.144], [-0.264, -0.078, -0.225], [-0.115, 0.156, -0.135], [-0.004, 0.334, 0.038], [-0.338, -0.664, 0.241], [0.261, -0.927, 0.384], [-0.327, 0.171, 0.174], [-0.223, -0.100, -0.116], [0.115, 0.066, -0.271], [0.071, -0.029, 0.223], [0.271, 0.032, 0.106], [-0.061, -0.067, 0.085], [-0.155, -0.021, -0.129], [0.183, -0.162, -0.004], [0.036, 0.194, -0.085], [0.654, 0.300, 0.618], [0.091, -0.252, 0.405], [-1.143, 0.772, -0.207], [-0.057, 0.395, 0.042], [0.298, -0.941, -0.881], [0.390, -0.255, 0.745], [-0.062, -0.212, 0.042], [0.328, 0.320, 0.142], [0.041, -0.226, 0.094], [-0.200, 0.063, 0.085], [-0.176, -0.017, -0.175], [-0.199, 0.065, 0.107], [-0.079, -0.154, -0.070], [0.170, 0.092, -0.145], [-0.166, -0.071, -0.124], [0.182, -0.029, -0.177], [0.070, 0.271, -0.001], [-0.161, -0.042, 0.138], [0.179, -0.037, -0.140], [-0.094, 0.084, -0.141]], "lowdin_charge": [0.96, 0.75, 0.75, -0.18, 0.10, -0.24, 0.05, 0.06, 0.04, -0.25, 0.05, 0.05, 0.03, -0.24, 0.05, 0.05, 0.06, -0.25, 0.05, 0.04, 0.06, -0.23, 0.05, 0.03, 0.04, -0.23, 0.05, 0.06, 0.05, -0.53, -0.15, -0.09, -0.09, -0.15, -0.16, 0.09, 0.08, 0.08, 0.09, 0.08, -0.57, -0.39, -0.05, 0.07, 0.07, 0.08, -0.06, 0.09, 0.07, 0.08, -0.02, -0.49, -0.01, 0.07, -0.67, 0.04, -0.49, -0.01, -0.01, 0.09, 0.10, 0.10, 0.10, 0.10, 0.09, 0.09, 0.09, 0.10, 0.09, 0.10, 0.10], "total_energy_ev": -55177.40274}

=====

No. 4
{"formula": "C8H17BiOP2", "method": "the ωB97M-V functional and the def2-TZVPD basis", "symbols": ["C", "C", "C", "C", "C", "Bi", "P", "H", "H", "H", "H", "H", "H", "H", "H", "C", "P", "C", "C", "O", "H", "H", "H", "H", "H", "H", "H", "H", "H"], "coordinates": [[-1.6825, -2.6119, -1.7795], [-2.0555, -2.5883, -0.3883], [-2.5580, -1.2701, -0.1034], [-2.5523, -0.5019, -1.3284], [-2.0161, -1.3340, -2.3627], [-0.0679, -0.7872, -0.6627], [2.2437, -1.6287, -1.6429], [-1.3092, -3.4689, -2.3078], [-2.0179, -3.4117, 0.2877], [-2.9489, -0.9458, 0.8409], [-1.8695, -1.0583, -3.3946], [-2.8898, 0.5118, -1.4357], [2.2175, -1.0952, -2.9855], [2.3113, -3.0600, -1.5205], [3.0962, -0.8971, -0.7229], [1.4700, 1.5395, 3.0174], [0.8088, 1.3425, 1.3700], [-0.8058, 2.1402, 1.1021], [1.9791, 1.8717, 0.0654], [0.6128, -0.2310, 1.3885], [1.6675, 2.5924, 3.2760], [2.3816, 0.9202, 3.0526], [0.7254, 1.0740, 3.6836], [-0.7324, 3.2301, 1.2720], [-1.2067, 1.9770, 0.0853], [-1.5239, 1.7111, 1.8204], [2.9288, 1.3208, 0.1677], [1.6021, 1.7063, -0.9606], [2.1917, 2.9525, 0.1658]], "atomic_forces_ev_per_a": [[-1.812, 0.408, 1.299], [-1.797, 0.778, -2.203], [-0.325, -1.025, -1.437], [-0.309, -1.749, 0.119], [-0.184, -0.308, 1.290], [1.329, 0.362, -0.846], [-0.425, 0.805, 0.234], [0.192, -0.115, -0.126], [0.307, -0.228, 0.369], [-0.061, 0.148, 0.261], [0.009, 0.067, -0.036], [-0.007, 0.205, -0.049], [1.047, -0.901, 0.759], [0.832, 0.720, -0.552], [0.010, -0.962, -1.165], [0.100, 0.917, 0.215], [-0.488, -3.315, -0.865], [-0.019, 0.661, 0.354], [0.340, 0.882, 0.187], [0.900, 2.965, 0.803], [0.039, -0.472, 0.207], [-0.308, 0.396, -0.030], [0.280, 0.340, -0.193], [-0.045, -0.383, -0.010], [0.541, -0.100, 0.431], [0.342, 0.137, -0.168], [-0.364, 0.163, 0.159], [-0.149, -0.105, 0.826], [0.023, -0.289, 0.169]], "nbo_charge": [-0.34, -0.34, -0.36, -0.36, -0.34, 0.43, -0.04, 0.22, 0.22, 0.22, 0.22, 0.22, 0.08, 0.03, 0.07, -1.00, 1.88, -1.02, -1.03, -1.12, 0.24, 0.27, 0.27, 0.25, 0.29, 0.26, 0.25, 0.30, 0.24], "de_lowest_kj_mol": 42.7}

=====

No. 5
{"formula": "C3HCl4F", "method": "the ωB97M-V functional and the def2-TZVPD basis", "symbols": ["C", "C", "C", "H", "F", "Cl", "Cl", "Cl", "Cl"], "coordinates": [[0.7661, -0.1506, -1.0572], [0.1718, 0.8278, -0.0268], [-0.2845, -0.5446, 0.1417], [0.2209, 0.1194, -1.8986], [1.0089, 1.4390, 0.9077], [2.2386, -0.8254, -1.0200], [-1.2034, 1.9412, -0.3747], [-1.9452, -0.5822, -0.2307], [0.1323, -1.3494, 1.5891]], "atomic_forces_ev_per_a": [[-4.296, 1.300, 3.303], [1.497, 2.516, 1.477], [0.311, 0.679, -0.729], [-0.388, -0.589, -2.221], [-0.949, -1.112, -1.092], [2.736, -0.737, -0.155], [2.093, 1.339, -0.330], [-1.613, -2.865, -0.372], [0.610, -0.532, 0.119]], "nbo_charge": [-0.33, 0.32, -0.21, 0.25, -0.32, 0.13, -0.01, 0.07, 0.09], "de_lowest_kj_mol": 151.9}